(1)
Formula: C24H28N4O4S
Source: the OMol25 dataset
Level of theory: ωB97M-V with the def2-TZVPD basis set

Calculated values
SMILES	CCOc1ccc(S(=O)(=O)N2Cc3ccccc3C[C@H]2C(=O)NCCCn2ccnc2)cc1
HOMO-LUMO gap	8.92	eV
relative energy (zero: lowest compared OMol25 entry of this formula, charge and spin)	48.76	kcal/mol

The geometry in ORCA input format:
```
! wB97M-V def2-TZVPD RIJCOSX def2/J DEFGRID3
* xyz 0 1
C 2.95 -1.50 -5.91
C 2.53 -2.68 -5.05
O 3.06 -2.62 -3.74
C 2.50 -1.81 -2.81
C 3.14 -1.80 -1.56
C 2.62 -1.07 -0.52
C 1.47 -0.32 -0.72
S 0.73 0.50 0.68
O 1.61 0.42 1.80
O 0.26 1.82 0.30
N -0.64 -0.36 1.07
C -0.40 -1.76 1.38
C -0.47 -2.57 0.12
C 0.49 -3.48 -0.27
C 0.39 -4.12 -1.49
C -0.67 -3.83 -2.33
C -1.64 -2.92 -1.95
C -1.55 -2.28 -0.72
C -2.55 -1.29 -0.23
C -1.87 -0.05 0.36
C -2.76 0.65 1.41
O -3.72 0.13 1.92
N -2.29 1.88 1.70
C -2.72 2.62 2.86
C -1.87 2.31 4.09
C -0.38 2.63 3.89
N -0.18 4.01 3.52
C -0.35 5.09 4.34
C -0.11 6.19 3.56
N 0.19 5.81 2.30
C 0.14 4.50 2.30
C 0.85 -0.28 -1.95
C 1.36 -1.03 -3.00
H 2.56 -1.63 -6.92
H 4.03 -1.45 -5.96
H 2.58 -0.56 -5.50
H 2.94 -3.61 -5.46
H 1.44 -2.78 -5.01
H 4.03 -2.40 -1.44
H 3.09 -1.05 0.45
H -1.17 -2.08 2.09
H 0.57 -1.82 1.86
H 1.32 -3.70 0.39
H 1.14 -4.84 -1.79
H -0.75 -4.33 -3.29
H -2.46 -2.70 -2.61
H -3.15 -1.73 0.57
H -3.23 -0.99 -1.03
H -1.63 0.67 -0.43
H -1.43 2.17 1.25
H -2.67 3.69 2.62
H -3.76 2.35 3.06
H -1.96 1.25 4.33
H -2.25 2.89 4.93
H 0.05 2.00 3.10
H 0.16 2.43 4.82
H -0.60 4.99 5.38
H -0.14 7.23 3.84
H 0.34 3.87 1.45
H -0.02 0.33 -2.09
H 0.86 -0.99 -3.95
*
```


(2)
Formula: C6H10Br3N2
Source: the OMol25 dataset
Level of theory: ωB97M-V with the def2-TZVPD basis set

Calculated values
HOMO-LUMO gap	9.83	eV
relative energy (zero: lowest compared OMol25 entry of this formula, charge and spin)	0.00	kcal/mol

The geometry in ORCA input format:
```
! wB97M-V def2-TZVPD RIJCOSX def2/J DEFGRID3
* xyz 1 1
C -0.02 -0.55 -1.36
C -1.34 -0.64 0.72
C 1.15 0.22 -0.58
C -0.30 0.17 1.57
C -1.44 1.19 -0.90
C -0.48 2.01 0.00
N -1.23 -0.19 -0.67
N 0.51 0.99 0.56
Br -3.29 1.78 -0.62
Br 0.50 3.50 -0.86
Br -1.28 2.85 1.62
H 0.08 -0.32 -2.34
H 0.36 -1.60 -1.22
H -1.38 -1.67 0.63
H -2.28 -0.36 0.93
H 1.95 -0.23 -0.07
H 1.62 1.12 -1.04
H -0.64 0.77 2.43
H 0.53 -0.49 2.01
H -1.18 1.61 -1.95
H 1.33 1.32 1.14
*
```


(3)
Formula: C2H5N6
Source: the OMol25 dataset
Level of theory: ωB97M-V with the def2-TZVPD basis set

Calculated values
HOMO-LUMO gap (spin up / spin down)	8.59 / 8.59	eV
relative energy (zero: lowest compared OMol25 entry of this formula, charge and spin)	76.62	kcal/mol

The geometry in ORCA input format:
```
! wB97M-V def2-TZVPD RIJCOSX def2/J DEFGRID3
* xyz -1 1
C -1.04 -1.22 -2.01
C 0.96 -0.10 0.27
N -1.44 -2.96 -3.07
N -1.87 -1.70 -2.94
N -0.12 -2.12 -1.58
N -0.43 -3.17 -2.32
N -0.93 0.85 -0.97
N 0.33 0.99 -0.39
H 0.41 -0.20 1.17
H 0.97 -1.04 -0.30
H 1.93 0.09 0.55
H -1.60 0.46 -0.33
H 0.74 1.23 -1.20
*
```


(4)
Formula: C26H39N6O5
Source: the OMol25 dataset
Level of theory: ωB97M-V with the def2-TZVPD basis set

Calculated values
HOMO-LUMO gap	6.97	eV
relative energy (zero: lowest compared OMol25 entry of this formula, charge and spin)	0.00	kcal/mol

The geometry in ORCA input format:
```
! wB97M-V def2-TZVPD RIJCOSX def2/J DEFGRID3
* xyz -1 1
O 5.44 -2.17 5.99
N 5.47 -2.91 5.09
O 5.03 -2.30 3.88
C 3.61 -2.46 3.71
C 3.11 -1.49 2.65
N 1.63 -1.45 2.67
C 1.01 -2.67 2.19
O 0.10 -3.27 3.11
C -0.97 -2.45 3.40
C -1.04 -1.92 4.69
C -2.07 -1.06 5.04
C -3.02 -0.73 4.08
C -2.94 -1.27 2.81
C -1.92 -2.13 2.45
C 3.53 -0.03 2.98
O 3.70 0.26 4.17
O 3.57 0.73 1.99
H 3.45 -3.48 3.35
H 3.09 -2.33 4.66
H 3.43 -1.77 1.65
H 1.39 -1.27 3.64
H 1.73 -3.44 1.90
H 0.44 -2.42 1.29
H -0.29 -2.18 5.42
H -2.08 -0.65 6.04
H -3.81 -0.04 4.35
H -3.68 -0.99 2.06
H -1.84 -2.53 1.45
C -2.24 2.01 0.52
C -2.13 1.88 -1.00
C -2.96 0.71 -1.56
C -2.50 -0.56 -1.01
N -2.15 -1.56 -0.57
H -1.85 1.12 1.02
H -1.66 2.86 0.87
H -3.28 2.15 0.83
H -1.08 1.74 -1.28
H -2.47 2.80 -1.47
H -2.86 0.66 -2.64
H -4.02 0.84 -1.32
C 0.96 -2.00 -1.36
C 0.02 -3.00 -2.02
C -0.18 -2.74 -3.52
C -0.77 -1.42 -3.74
N -1.21 -0.37 -3.90
H 0.56 -0.99 -1.41
H 1.09 -2.24 -0.31
H 1.94 -2.00 -1.84
H -0.95 -2.98 -1.52
H 0.42 -4.01 -1.90
H -0.85 -3.48 -3.95
H 0.77 -2.79 -4.06
C 5.41 5.70 1.76
C 5.03 4.27 2.13
C 4.57 3.43 0.94
C 3.39 4.02 0.31
N 2.47 4.50 -0.18
H 4.56 6.25 1.35
H 5.76 6.25 2.63
H 6.21 5.71 1.01
H 4.24 4.29 2.88
H 5.89 3.78 2.59
H 4.33 2.42 1.28
H 5.36 3.37 0.19
C -5.29 -0.15 -7.36
C -4.19 0.85 -7.01
C -3.97 0.99 -5.50
C -5.16 1.45 -4.80
N -6.02 1.79 -4.12
H -6.26 0.17 -6.96
H -5.40 -0.24 -8.44
H -5.07 -1.14 -6.95
H -4.44 1.82 -7.44
H -3.26 0.53 -7.48
H -3.16 1.69 -5.30
H -3.68 0.03 -5.06
*
```


(5)
Formula: C26H31N5O6S
Source: the OMol25 dataset
Level of theory: ωB97M-V with the def2-TZVPD basis set

Calculated values
SMILES	CCCCN(C(=S)NC(=O)c1cc(OC)c(OC)c(OC)c1)c1c(N)n(Cc2ccccc2)c(=O)[nH]c1=O
HOMO-LUMO gap	8.51	eV
relative energy (zero: lowest compared OMol25 entry of this formula, charge and spin)	5.34	kcal/mol

The geometry in ORCA input format:
```
! wB97M-V def2-TZVPD RIJCOSX def2/J DEFGRID3
* xyz 0 1
C -2.39 -4.69 2.84
C -1.88 -4.24 1.47
C -2.85 -3.26 0.82
C -2.44 -2.87 -0.61
N -1.17 -2.16 -0.65
C -0.04 -2.78 -1.04
S 0.05 -4.35 -1.54
N 1.14 -2.03 -1.04
C 1.32 -0.73 -1.42
O 0.46 -0.09 -2.00
C 2.61 -0.15 -0.99
C 3.80 -0.86 -0.91
C 4.94 -0.23 -0.45
O 6.16 -0.83 -0.35
C 6.28 -2.18 -0.70
C 4.91 1.12 -0.04
O 6.11 1.57 0.41
C 6.33 2.93 0.71
C 3.71 1.83 -0.12
O 3.69 3.13 0.30
C 2.49 3.86 0.22
C 2.58 1.19 -0.62
C -1.09 -0.92 0.04
C -1.65 0.21 -0.51
N -2.37 0.13 -1.66
N -1.52 1.42 0.11
C -2.13 2.62 -0.45
C -3.63 2.52 -0.50
C -4.34 1.94 0.54
C -5.72 1.85 0.49
C -6.41 2.36 -0.60
C -5.71 2.95 -1.64
C -4.33 3.02 -1.59
C -0.71 1.59 1.22
O -0.48 2.68 1.70
N -0.17 0.45 1.73
C -0.26 -0.85 1.21
O 0.35 -1.75 1.73
H -1.69 -5.39 3.29
H -3.36 -5.18 2.75
H -2.49 -3.83 3.50
H -0.91 -3.77 1.58
H -1.76 -5.12 0.82
H -2.93 -2.36 1.43
H -3.85 -3.71 0.76
H -2.34 -3.76 -1.22
H -3.21 -2.22 -1.03
H 1.95 -2.56 -0.77
H 3.84 -1.89 -1.24
H 6.04 -2.35 -1.75
H 7.33 -2.44 -0.52
H 5.65 -2.82 -0.07
H 5.74 3.26 1.56
H 7.39 3.00 0.95
H 6.11 3.57 -0.15
H 2.73 4.86 0.58
H 2.14 3.94 -0.82
H 1.70 3.44 0.84
H 1.64 1.72 -0.70
H -2.57 0.99 -2.15
H -2.10 -0.63 -2.26
H -1.71 2.83 -1.44
H -1.84 3.43 0.22
H -3.80 1.55 1.40
H -6.26 1.40 1.31
H -7.48 2.30 -0.63
H -6.24 3.35 -2.49
H -3.79 3.49 -2.41
H 0.43 0.56 2.54
*
```


(6)
Formula: C35H30BF4N6O2PRuS2
Source: the OMol25 dataset
Level of theory: ωB97M-V with the def2-TZVPD basis set

Calculated values
HOMO-LUMO gap (spin up / spin down)	8.04 / 6.68	eV

The geometry in ORCA input format:
```
! wB97M-V def2-TZVPD RIJCOSX def2/J DEFGRID3
* xyz 1 6
Ru -0.19 1.46 -0.39
O 0.08 1.79 3.37
C -0.51 1.07 2.62
O -1.11 1.41 1.52
C -0.68 -0.32 3.12
C -1.30 -0.44 4.36
C -1.61 -1.72 4.81
C -1.34 -2.84 4.04
C -0.77 -2.70 2.77
C -0.38 -1.39 2.29
P 0.41 -1.00 0.67
C 0.07 -2.44 -0.41
C 0.98 -3.46 -0.46
C 0.75 -4.59 -1.24
C -0.42 -4.55 -2.05
C -1.36 -3.51 -1.95
C -1.03 -2.43 -1.18
C 2.17 -1.12 1.12
C 2.59 -1.23 2.48
C 3.89 -1.47 2.71
C 4.85 -1.51 1.66
C 4.48 -1.32 0.38
C 3.10 -1.10 0.14
H -1.43 0.42 4.99
H -1.89 -1.79 5.83
H -1.62 -3.79 4.47
H -0.60 -3.54 2.05
H 1.81 -3.49 0.28
H 1.37 -5.48 -1.31
H -0.75 -5.44 -2.59
H -2.26 -3.48 -2.49
H -1.71 -1.62 -1.16
H 1.91 -1.03 3.29
H 4.34 -1.60 3.77
H 5.91 -1.65 1.92
H 5.21 -1.18 -0.45
H 2.79 -0.94 -0.90
N -3.33 0.21 -2.93
C -3.96 -0.35 -1.79
C -4.77 -1.47 -1.66
C -4.98 -1.89 -0.36
C -4.34 -1.28 0.73
C -3.53 -0.14 0.59
C -3.31 0.29 -0.70
N -2.35 1.13 -1.19
C -2.39 1.06 -2.49
C -1.49 1.84 -3.29
C -1.60 2.10 -4.62
S -0.40 3.25 -5.13
C 0.21 3.27 -3.51
N -0.48 2.56 -2.64
H -3.26 -0.20 -3.87
H -5.14 -1.90 -2.57
H -5.57 -2.84 -0.23
H -4.46 -1.67 1.76
H -3.00 0.41 1.37
H -2.33 1.67 -5.24
H 1.02 3.81 -3.12
N -2.10 5.42 0.71
C -1.14 4.62 1.17
N -1.21 4.37 2.50
S 0.12 4.04 0.20
H -2.79 5.87 1.34
H -2.10 5.86 -0.22
H -2.08 4.51 2.98
H -0.54 3.64 2.78
F 0.51 -0.05 -2.01
B 1.07 -0.54 -3.28
F -0.03 -0.90 -4.00
F 1.76 0.53 -3.80
F 1.92 -1.58 -3.08
C 4.78 2.09 -0.19
C 4.26 2.08 -1.46
C 2.89 1.97 -1.47
N 2.12 1.87 -0.34
C 2.67 1.93 0.87
C 4.03 2.11 0.95
H 5.83 2.17 0.09
H 4.84 2.05 -2.37
H 2.31 1.97 -2.37
H 2.09 1.95 1.81
H 4.47 2.24 1.96
*
```


(7)
Formula: C5H15N2O
Source: the OMol25 dataset
Level of theory: ωB97M-V with the def2-TZVPD basis set

Calculated values
SMILES	C[C@@H](CO)NCC[NH3+]
HOMO-LUMO gap	10.39	eV
relative energy (zero: lowest compared OMol25 entry of this formula, charge and spin)	27.41	kcal/mol

The geometry in ORCA input format:
```
! wB97M-V def2-TZVPD RIJCOSX def2/J DEFGRID3
* xyz 1 1
C -0.34 -1.28 -2.13
C 0.01 -0.74 -0.74
C 1.20 -1.45 -0.16
O 1.46 -0.96 1.17
N 0.23 0.68 -0.65
C -0.99 1.44 -0.49
C -1.42 1.38 1.00
N -0.20 1.04 1.80
H 0.53 -1.43 -2.75
H -1.00 -0.59 -2.66
H -0.84 -2.25 -2.00
H -0.78 -1.04 -0.06
H 1.00 -2.51 -0.03
H 2.09 -1.33 -0.78
H 1.97 -0.15 1.08
H 0.82 1.06 -1.39
H -1.77 1.03 -1.11
H -0.85 2.49 -0.72
H -1.78 2.34 1.32
H -2.12 0.58 1.15
H 0.08 0.06 1.66
H -0.39 1.24 2.77
H 0.61 1.57 1.49
*
```


(8)
Formula: C23H41FIrP2
Source: the OMol25 dataset
Level of theory: ωB97M-V with the def2-TZVPD basis set

Calculated values
HOMO-LUMO gap (spin up / spin down)	7.12 / 6.53	eV
relative energy (zero: lowest compared OMol25 entry of this formula, charge and spin)	57.19	kcal/mol

The geometry in ORCA input format:
```
! wB97M-V def2-TZVPD RIJCOSX def2/J DEFGRID3
* xyz 1 5
Ir 2.00 -1.35 1.96
C -1.12 -0.84 3.35
C -0.86 -1.94 2.53
C 1.14 -1.32 3.71
C 0.00 -0.45 4.06
C 0.52 -2.37 2.70
C -2.48 -0.21 3.57
H -3.21 -0.44 2.77
H -2.41 0.88 3.60
H -2.93 -0.54 4.52
C 0.03 0.51 5.20
H -0.96 0.92 5.44
H 0.67 1.37 4.97
H 0.44 0.03 6.09
C 2.14 -1.67 4.75
H 1.70 -1.70 5.75
H 2.92 -0.90 4.72
H 2.60 -2.63 4.52
C 0.95 -3.80 2.63
H 1.19 -4.24 3.60
H 1.87 -3.83 2.04
H 0.20 -4.38 2.08
C -1.86 -2.67 1.72
H -2.30 -3.54 2.23
H -1.41 -3.04 0.79
H -2.67 -1.99 1.44
C -0.90 2.49 0.60
C -1.80 1.53 0.45
C -2.26 0.96 -0.86
C -1.47 -0.27 -1.36
C 0.02 -0.17 -1.36
C 1.06 0.87 -1.23
C 1.11 2.38 -1.02
C -0.14 3.13 -0.54
H -2.29 1.74 -1.65
H -1.87 -0.62 -2.33
H -3.29 0.60 -0.73
H -0.81 3.31 -1.40
H -0.64 2.86 1.61
H -2.39 1.20 1.30
H 0.21 4.12 -0.20
H 1.84 2.47 -0.19
H 1.83 0.50 -0.53
H 1.58 2.90 -1.87
H -1.75 -1.13 -0.70
H 0.38 -1.05 -0.78
P -0.59 1.66 -3.23
C -0.65 3.38 -3.88
C -1.82 0.88 -4.36
P 1.55 -0.23 -2.71
C 0.97 1.01 -3.94
C 1.07 -1.82 -3.45
C 3.35 -0.25 -2.81
H 0.27 3.92 -3.66
H -1.51 3.92 -3.44
H -0.80 3.30 -4.96
H -1.60 1.28 -5.36
H -2.83 1.18 -4.05
H -1.75 -0.22 -4.36
H 3.69 0.19 -3.77
H 3.70 -1.29 -2.77
H 3.80 0.30 -1.98
H 1.70 1.82 -4.04
H 0.78 0.58 -4.94
H 1.88 -2.54 -3.27
H 0.91 -1.73 -4.53
H 0.15 -2.21 -2.98
F 3.15 -0.82 0.56
*
```


(9)
Formula: C27H27N5O4S
Source: the OMol25 dataset
Level of theory: ωB97M-V with the def2-TZVPD basis set

Calculated values
SMILES	O=S1(=O)OC[C@@H](c2cccnc2)O1.c1ccncc1.c1ccncc1.c1ccncc1.c1ccncc1
HOMO-LUMO gap	9.63	eV
relative energy (zero: lowest compared OMol25 entry of this formula, charge and spin)	62.45	kcal/mol

The geometry in ORCA input format:
```
! wB97M-V def2-TZVPD RIJCOSX def2/J DEFGRID3
* xyz 0 1
O -0.79 1.29 1.34
S -1.72 0.72 0.43
O -1.37 -0.63 0.15
O -3.21 0.89 0.94
C -3.84 2.01 0.29
C -2.80 2.69 -0.61
C -1.86 3.72 0.04
C -0.54 3.84 -0.40
C 0.21 4.78 0.28
C -0.36 5.51 1.30
N -1.62 5.47 1.72
C -2.32 4.54 1.04
O -1.92 1.55 -0.91
H -4.20 2.69 1.06
H -4.71 1.61 -0.24
H -3.20 3.06 -1.55
H -0.16 3.22 -1.20
H 1.25 4.93 0.03
H 0.28 6.22 1.82
H -3.36 4.45 1.33
C -2.00 -2.38 -2.69
C -1.32 -3.18 -1.78
C -1.09 -4.51 -2.11
N -1.50 -5.06 -3.25
C -2.16 -4.28 -4.11
C -2.43 -2.94 -3.88
H -2.19 -1.34 -2.46
H -0.97 -2.78 -0.84
H -0.56 -5.17 -1.44
H -2.48 -4.76 -5.03
H -2.97 -2.35 -4.61
C 1.48 -3.95 1.14
C 1.82 -5.23 1.53
C 1.03 -5.87 2.47
N -0.05 -5.32 3.03
C -0.36 -4.08 2.65
C 0.36 -3.36 1.71
H 2.07 -3.41 0.41
H 2.69 -5.73 1.11
H 1.26 -6.88 2.80
H -1.24 -3.66 3.12
H 0.06 -2.36 1.44
C 2.72 -1.62 -4.07
C 1.47 -1.41 -3.50
C 0.83 -0.21 -3.76
N 1.35 0.76 -4.50
C 2.56 0.54 -5.04
C 3.28 -0.63 -4.85
H 3.25 -2.55 -3.90
H 1.00 -2.17 -2.89
H -0.14 0.00 -3.34
H 2.95 1.35 -5.64
H 4.25 -0.75 -5.31
C 1.88 1.81 4.66
C 2.89 2.35 5.43
C 3.13 3.72 5.35
N 2.44 4.54 4.56
C 1.47 4.00 3.81
C 1.15 2.65 3.83
H 1.66 0.75 4.69
H 3.48 1.73 6.09
H 3.91 4.18 5.94
H 0.94 4.69 3.18
H 0.35 2.27 3.21
*
```


no.,molecular weight (g mol⁻¹)
1,468.6
2,349.9
3,113.1
4,515.6
5,541.6
6,849.6
7,119.2
8,590.7
9,517.6